Record 1
Density functional theory data (wB97M-V/def2-TZVPD) for a structure of composition C34H32N4O4P2RhSSe.

Geometry as XYZ:
```
79
Properties=species:S:1:pos:R:3:forces:R:3:mulliken_charge:R:1
Rh -0.35189 0.49134 0.35495 -0.005 -0.068 -0.187 1.119
C 4.67738 0.14717 -0.66713 0.002 0.014 -0.024 -0.853
N 4.01584 -0.23664 0.57092 -0.083 -0.039 0.072 0.288
C 4.52860 -1.08389 1.53224 0.001 -0.002 0.082 -0.803
C 3.60181 -1.20671 2.49340 0.076 -0.062 -0.020 -0.450
N 2.50536 -0.42633 2.11926 0.041 0.050 -0.089 0.576
C 2.77603 0.15800 0.91349 -0.013 -0.017 -0.032 0.290
S 1.87770 1.22213 -0.04891 0.081 0.119 -0.025 -0.479
C 1.33582 -0.36074 2.93404 -0.018 -0.042 -0.008 -0.183
C 1.55253 -0.44552 4.33720 -0.018 0.024 0.026 -0.989
C 0.44062 -0.51387 5.18522 -0.038 -0.007 -0.014 -0.920
C -0.80810 -0.54744 4.65252 0.036 -0.012 0.051 -1.450
C -1.03034 -0.47216 3.18602 0.048 0.043 0.023 1.043
N 0.17424 -0.26917 2.38513 -0.095 -0.005 -0.052 1.199
H 5.64624 -0.34218 -0.69901 -0.001 -0.003 -0.008 0.321
H 4.80875 1.22672 -0.70068 0.009 -0.003 -0.005 0.320
H 4.07136 -0.16535 -1.51560 0.001 0.006 0.001 0.361
H 5.49979 -1.53439 1.43523 -0.005 -0.003 0.004 0.434
H 3.59649 -1.81183 3.38010 -0.001 0.004 -0.011 0.580
H 2.55441 -0.39006 4.73351 -0.002 -0.002 -0.012 0.668
H 0.58788 -0.53899 6.25658 -0.012 0.004 0.001 0.505
H -1.68611 -0.61772 5.28131 0.010 0.008 0.007 0.569
H -1.69320 0.38365 2.99459 -0.012 -0.026 -0.012 -0.248
C -3.29897 3.67046 1.12612 0.019 0.086 0.034 -0.924
N -2.39658 2.72299 1.70755 0.047 -0.033 -0.006 -0.284
P -2.45832 -0.36244 0.22424 -0.036 0.066 0.050 1.871
C -3.89904 0.63252 -0.19765 -0.004 0.048 0.095 0.429
C -3.94623 1.16711 -1.48593 0.044 -0.013 0.009 -0.876
C -4.99970 1.98735 -1.85478 -0.011 -0.007 -0.025 -0.688
C -6.01755 2.26268 -0.94973 -0.020 -0.009 0.014 -0.561
C -5.97424 1.72980 0.33032 -0.020 0.024 -0.021 -0.797
C -4.90972 0.92743 0.71388 0.001 0.013 -0.005 -0.300
C -2.87996 -1.37622 1.63865 -0.051 -0.022 -0.067 -0.279
C -4.11776 -1.95580 1.72494 0.005 -0.013 -0.018 -0.521
C -4.43977 -2.87471 2.73129 -0.015 -0.022 0.024 -1.079
C -3.45963 -3.23672 3.68658 0.021 0.001 0.024 -0.867
C -2.21349 -2.71457 3.64254 -0.020 -0.021 0.029 -0.801
C -1.77051 -1.74744 2.59007 -0.002 -0.012 -0.028 0.230
P -0.82943 2.56447 1.09706 -0.061 0.027 0.085 1.361
C -0.51921 3.80775 -0.16829 0.012 0.014 -0.039 0.482
C -0.34070 5.15599 0.14319 0.014 0.009 0.019 -0.323
C -0.17664 6.08344 -0.87121 0.001 0.018 -0.021 -0.787
C -0.19143 5.67153 -2.19874 -0.002 0.002 -0.008 -0.599
C -0.36717 4.33264 -2.51535 -0.006 0.000 0.000 -0.865
C -0.53116 3.39984 -1.50153 -0.015 0.008 -0.010 -0.304
C 0.13690 3.05239 2.56038 -0.065 0.011 0.021 0.072
C -0.38169 2.87231 3.84191 0.007 -0.007 -0.012 -0.411
C 0.39221 3.17049 4.95476 0.012 0.002 0.009 -0.757
C 1.68293 3.65237 4.79730 -0.012 0.001 0.016 -0.542
C 2.19678 3.84956 3.52217 0.023 0.012 0.024 -0.899
C 1.42900 3.55398 2.40746 0.026 -0.024 -0.026 -0.465
H -3.43872 3.50366 0.04940 0.003 -0.008 0.023 0.268
H -2.88014 4.68231 1.21786 -0.016 -0.002 -0.023 0.417
H -4.26124 3.63501 1.62980 0.001 -0.013 -0.008 0.373
H -3.16451 0.93126 -2.19927 0.012 -0.019 -0.020 0.421
H -5.03553 2.39914 -2.85448 0.000 -0.003 -0.005 0.460
H -6.84855 2.88906 -1.24640 0.002 0.002 0.001 0.412
H -6.76848 1.94189 1.03436 0.004 0.003 -0.002 0.454
H -4.86903 0.53221 1.72066 -0.001 0.055 -0.021 0.394
H -4.87410 -1.70383 0.99063 0.023 -0.044 0.001 0.611
H -5.42662 -3.31254 2.76898 0.000 0.000 -0.002 0.459
H -3.71052 -3.95692 4.45458 0.007 0.001 0.001 0.430
H -1.46957 -3.03488 4.36196 0.000 -0.006 -0.007 0.564
H -0.98484 -2.25242 2.00272 0.010 0.003 0.015 0.196
H -0.31432 5.47835 1.17799 -0.016 -0.004 -0.010 0.508
H -0.03333 7.12808 -0.62893 -0.002 -0.001 -0.002 0.446
H -0.06110 6.39954 -2.98855 0.004 -0.001 -0.001 0.422
H -0.37274 4.01054 -3.54793 0.003 0.001 -0.002 0.497
H -0.66489 2.35049 -1.75439 0.011 0.004 0.007 0.357
H -1.39559 2.51769 3.97033 -0.006 0.000 -0.007 0.356
H -0.02140 3.03690 5.94614 0.000 0.001 -0.002 0.473
H 2.28213 3.89407 5.66555 -0.002 -0.006 0.000 0.425
H 3.19529 4.24722 3.39479 -0.002 -0.001 -0.001 0.465
H 1.83309 3.72066 1.41839 0.009 -0.010 -0.001 0.530
O -2.42248 -1.37287 -1.04799 0.065 -0.139 -0.037 -0.508
Se -0.80038 -1.68982 -1.80473 -0.099 -0.084 0.151 1.136
O -0.83750 -3.21588 -2.23208 -0.006 0.064 -0.077 -0.661
O 0.12975 -1.42151 -0.45744 0.122 0.007 0.027 -0.720
O -0.66074 -0.51384 -2.87895 -0.018 0.065 0.068 -0.598
```
Forces are in eV/Å.

Summary:
Multiplicity: 5
Frontier orbital gap (spin up / spin down): 7.4 / 6.6 eV
Energy relative to the best compared isomer or geometry (same formula, charge and spin): 71.0 kJ/mol
Largest force on an atom: 0.20 eV/A
Charge: +1


Record 2
Density functional theory data (wB97M-V/def2-TZVPD) for a structure of composition C34H32N6O2PtS.

Geometry as XYZ:
```
76
Properties=species:S:1:pos:R:3:forces:R:3:mulliken_charge:R:1
Pt -0.70403 -0.87048 -0.24603 0.403 -0.435 0.182 0.884
C 1.39120 -14.18536 -3.53021 -0.001 -0.011 0.008 -0.818
O 1.35821 -12.93738 -4.28463 0.003 -0.002 -0.007 -0.346
C 1.10914 -11.79974 -3.73520 -0.005 0.007 0.003 0.877
C 0.83453 -11.61673 -2.34274 -0.002 0.000 0.003 -0.515
C 0.58849 -10.36135 -1.88013 -0.002 -0.003 -0.002 -0.713
C 0.60168 -9.24087 -2.75321 0.003 -0.002 -0.001 0.596
C 0.87237 -9.43190 -4.13517 0.001 0.002 0.001 -0.542
C 1.11973 -10.67363 -4.62038 0.001 -0.003 -0.001 -0.610
C 0.35647 -7.89574 -2.28993 -0.001 0.005 0.000 0.300
N 0.38574 -6.83443 -3.08062 0.005 -0.005 -0.004 -0.732
C 0.12039 -5.77874 -2.28015 -0.012 0.005 -0.003 0.648
C -0.07812 -6.18593 -0.96943 -0.002 0.006 -0.003 0.231
N 0.07563 -7.53958 -0.98922 -0.005 -0.006 0.004 -0.117
C -0.35201 -5.26640 0.09697 0.013 0.009 -0.008 0.457
C -0.50789 -5.59963 1.44950 -0.017 -0.008 0.000 -0.421
C -0.72950 -4.60284 2.36769 0.005 0.003 -0.002 -1.086
C -0.79877 -3.28178 1.92709 -0.007 -0.015 -0.010 0.223
N -0.66575 -2.94642 0.65420 -0.048 0.057 -0.011 -0.538
C -0.43850 -3.91038 -0.26220 0.009 0.004 -0.025 0.522
C -0.24097 -3.47699 -1.63394 0.035 -0.029 0.029 -0.041
N -0.30281 -2.14633 -1.87973 -0.093 0.111 0.052 -1.009
C -0.04296 -1.69674 -3.10347 -0.001 0.027 -0.019 0.161
C 0.26460 -2.54959 -4.16093 0.010 -0.009 0.008 -0.907
C 0.30805 -3.90520 -3.93728 -0.023 0.003 -0.005 -0.352
C 0.05619 -4.38956 -2.64660 0.020 0.004 0.014 0.372
H 1.62709 -14.94457 -4.26554 0.000 0.002 -0.002 0.264
H 0.41180 -14.36643 -3.09295 -0.001 0.003 -0.002 0.386
H 2.17177 -14.12765 -2.77488 0.001 0.003 -0.001 0.385
H 0.82427 -12.46357 -1.67237 0.000 0.000 0.000 0.507
H 0.38370 -10.23766 -0.82492 0.002 0.001 0.000 0.298
H 0.87851 -8.57092 -4.78738 0.000 0.000 0.001 0.547
H 1.33045 -10.85608 -5.66558 0.000 0.001 0.000 0.492
H -0.00992 -8.16602 -0.20565 0.005 -0.001 0.000 0.202
H -0.44814 -6.62928 1.77789 0.002 0.000 0.000 0.466
H -0.84326 -4.82523 3.41894 -0.008 0.002 -0.001 0.469
H -0.95799 -2.47693 2.62946 -0.017 0.030 0.019 0.280
H -0.06826 -0.62386 -3.23516 -0.029 -0.001 0.004 0.438
H 0.47637 -2.13401 -5.13548 -0.012 0.000 -0.001 0.463
H 0.54513 -4.60164 -4.73088 0.006 0.001 0.001 0.614
C -6.55364 4.10491 -4.49396 0.002 0.007 -0.005 -1.494
C -5.23530 3.61207 -3.99056 0.007 -0.001 0.005 0.120
C -5.09909 2.84495 -2.85921 -0.002 -0.002 0.001 -0.785
C -3.82462 2.39561 -2.36916 -0.061 -0.047 -0.044 1.276
C -3.80521 1.71440 -1.05221 -0.003 0.049 0.234 -1.174
C -2.64813 2.68194 -3.09508 0.047 0.019 0.029 0.877
C -1.30077 2.27207 -2.62470 0.389 0.167 0.143 -0.832
O -1.02922 1.36272 -1.86442 -0.497 -0.002 -0.192 -0.479
C -2.73955 3.48076 -4.23101 0.017 0.004 0.021 1.062
C -1.57156 3.93603 -5.03734 0.009 -0.002 -0.017 -1.798
C -4.04523 3.93616 -4.65974 0.000 -0.001 0.003 -0.581
H -7.36720 3.81993 -3.83186 -0.001 -0.005 -0.003 0.382
H -6.75490 3.69957 -5.48730 0.000 -0.002 0.001 0.383
H -6.54362 5.19222 -4.58488 0.000 0.000 0.002 0.393
H -5.97816 2.57952 -2.28422 0.004 0.004 0.009 0.385
H -4.77119 1.79243 -0.55919 -0.002 -0.010 -0.016 0.410
H -3.03712 2.16332 -0.41638 -0.010 -0.025 -0.012 0.332
H -3.53903 0.65668 -1.12846 0.006 0.015 -0.191 0.178
H -0.47608 2.89787 -2.99503 -0.015 -0.022 -0.099 0.488
H -0.82452 3.15840 -5.18388 -0.006 -0.002 0.001 0.425
H -1.07773 4.77181 -4.52546 -0.010 0.004 -0.006 0.417
H -1.88619 4.30473 -6.01093 -0.003 -0.009 -0.002 0.436
H -4.08886 4.56231 -5.54459 -0.001 -0.011 -0.007 0.498
C 1.96674 1.11380 3.73133 -0.006 0.003 0.000 -0.840
N 0.58592 0.63090 3.88678 0.019 -0.035 -0.025 0.103
C -0.03136 0.43904 5.09771 -0.028 0.006 0.018 -0.127
C -1.30666 0.04334 4.85054 0.016 0.012 0.007 -0.566
N -1.43579 -0.00581 3.48650 0.014 -0.009 -0.035 0.113
C -0.27949 0.35698 2.89880 0.030 -0.037 0.071 0.332
S 0.02033 0.63959 1.21798 -0.137 0.189 -0.110 -0.454
H 2.57148 0.68194 4.52339 -0.001 0.003 0.002 0.356
H 1.97951 2.19907 3.80473 -0.002 -0.001 -0.001 0.347
H 2.35272 0.80016 2.76682 -0.001 -0.004 0.000 0.325
H 0.47988 0.60530 6.03095 0.002 -0.008 -0.001 0.483
H -2.11365 -0.19153 5.52282 -0.002 -0.001 -0.002 0.445
H -2.28592 -0.20090 2.97964 -0.007 -0.003 -0.001 0.228
```
Forces are in eV/Å.

Summary:
Multiplicity: 5
Frontier orbital gap (spin up / spin down): 7.3 / 4.9 eV
Largest force on an atom: 0.62 eV/A
Charge: +4


Record 3
Density functional theory data (wB97M-V/def2-TZVPD) for a structure of composition C34H33BCl3F4N3OPbSb2.

Geometry as XYZ:
```
82
Properties=species:S:1:pos:R:3:forces:R:3:mulliken_charge:R:1
Pb 0.10533 -1.44267 0.18360 -0.004 -0.239 0.030 1.136
Cl -7.05001 0.49600 1.93420 0.099 -0.013 -0.003 -0.299
C -5.32209 0.40728 1.61117 -0.009 0.040 0.096 0.122
C -4.40736 0.71190 2.62645 -0.046 -0.004 -0.054 -0.674
C -3.06300 0.68851 2.36147 0.063 0.003 -0.024 -0.579
C -2.53470 0.36300 1.07463 -0.039 -0.409 0.274 -0.556
O -1.28075 0.50492 0.84433 -0.026 -0.878 0.270 -0.100
C -3.49788 -0.04715 0.09191 -0.004 -0.007 0.120 1.386
C -3.14492 -0.55065 -1.22200 -0.122 0.072 0.067 -1.218
N -2.00120 -0.99316 -1.55972 0.319 -0.068 -0.265 1.100
C -1.81114 -1.58252 -2.82138 -0.198 0.019 0.089 -0.230
C -2.67563 -2.53346 -3.30650 -0.029 -0.120 -0.038 -0.181
C -2.41813 -3.21202 -4.51822 -0.058 0.035 0.066 -0.724
C -1.28596 -2.95496 -5.23336 0.057 0.010 0.004 -0.868
C -0.35932 -1.99400 -4.76063 -0.019 0.044 0.104 0.869
C 0.86601 -1.71801 -5.41415 -0.077 -0.068 -0.035 -0.853
C 1.72101 -0.80556 -4.88264 0.105 0.084 0.038 -0.952
C 1.33704 -0.11807 -3.70719 0.058 -0.010 0.038 -0.116
N 0.20842 -0.32626 -3.09091 -0.032 0.070 0.082 0.369
C -0.62593 -1.28270 -3.56746 -0.079 -0.015 -0.014 -0.214
C -4.87290 0.03071 0.37555 0.081 -0.078 -0.109 -1.109
H -4.76791 0.95811 3.61776 0.000 0.001 -0.017 0.420
H -2.34013 0.90270 3.14144 -0.060 -0.006 -0.071 0.224
H -3.95840 -0.56012 -1.96160 -0.066 0.005 0.028 0.413
H -3.53915 -2.80246 -2.71021 0.022 -0.025 -0.016 0.530
H -3.11618 -3.96630 -4.86133 -0.011 0.015 0.021 0.363
H -1.06634 -3.49539 -6.14833 -0.002 0.019 0.032 0.366
H 1.11583 -2.26108 -6.31970 -0.010 0.002 0.016 0.365
H 2.68521 -0.60594 -5.33168 -0.020 0.015 0.033 0.400
H 1.99907 0.61763 -3.25819 0.020 -0.034 -0.037 0.352
H -5.58604 -0.23849 -0.39724 0.023 0.019 0.017 0.377
C -1.78752 2.60156 -0.82104 -0.055 0.271 -0.063 -1.512
Sb 0.34387 2.25551 -0.94511 -0.462 0.283 -0.210 1.099
C 0.49072 3.41662 -2.79278 0.145 -0.092 -0.035 -1.571
C 0.78643 4.04993 0.25511 0.053 -0.160 0.006 -1.790
C 2.26097 4.11971 0.47520 -0.114 0.040 -0.076 0.755
C 3.06272 4.83472 -0.42037 -0.007 0.014 0.016 -0.609
C 4.44548 4.84754 -0.32023 -0.029 -0.082 0.085 -0.683
C 5.05937 4.12725 0.69779 -0.081 0.018 -0.030 -0.767
C 4.27642 3.42131 1.59772 -0.097 0.028 0.097 -0.497
C 2.87959 3.40165 1.51377 0.066 -0.051 0.166 0.807
C 2.09023 2.61859 2.51693 0.112 -0.104 -0.314 -1.762
Sb 1.76956 0.46987 2.10368 0.354 0.343 0.745 0.617
C 0.74148 0.32475 3.98061 -0.170 -0.079 -0.026 -1.174
C 3.67175 -0.14559 2.89036 0.061 -0.037 -0.173 -1.427
H -1.99330 3.67337 -0.87053 0.022 0.039 -0.141 0.649
H -2.16733 2.18646 0.11611 0.234 0.661 -0.602 0.361
H -2.28878 2.09580 -1.65227 0.070 0.081 0.057 0.324
H -0.15185 4.30032 -2.74318 0.036 -0.074 0.025 0.508
H 0.18779 2.79398 -3.64036 0.015 0.058 0.093 0.397
H 1.52880 3.72886 -2.94567 -0.102 -0.017 -0.003 0.355
H 0.21140 3.94038 1.17577 0.045 0.093 -0.057 0.586
H 0.40819 4.90687 -0.30323 0.017 0.020 0.002 0.712
H 2.57876 5.38729 -1.22088 0.002 -0.024 0.036 0.377
H 5.03826 5.40495 -1.03594 -0.004 -0.004 0.002 0.377
H 6.13937 4.10848 0.78435 -0.020 -0.006 0.009 0.365
H 4.74965 2.86299 2.40078 -0.012 0.005 -0.068 0.327
H 1.07192 2.98661 2.64626 0.121 0.090 0.054 0.494
H 2.58873 2.61985 3.48857 -0.026 -0.031 -0.019 0.754
H 1.41992 0.48740 4.82151 -0.010 0.017 -0.058 0.487
H 0.29523 -0.67040 4.02133 -0.023 0.070 0.053 0.112
H -0.06159 1.06927 4.00265 0.094 -0.096 0.009 0.297
H 3.80419 0.22719 3.90865 -0.027 0.004 -0.048 0.498
H 4.46435 0.21972 2.23300 -0.083 -0.058 0.058 0.290
H 3.69824 -1.23696 2.87551 0.036 0.089 0.013 0.359
F 3.57919 -0.12882 -0.36759 0.123 -0.304 -0.175 -0.146
B 3.96308 -1.44306 -0.78086 -0.038 0.131 0.030 0.249
F 3.77185 -2.32689 0.31247 0.053 0.250 -0.389 -0.392
F 5.32399 -1.42531 -1.17845 -0.438 -0.072 0.141 -0.360
F 3.14633 -1.83780 -1.87514 0.274 0.105 0.315 -0.318
Cl -1.62145 -2.52492 4.87050 0.069 -0.017 -0.037 -0.267
C -1.65208 -3.77693 3.64126 -0.002 -0.112 -0.095 0.238
C -2.14817 -5.00962 4.00694 0.056 0.110 -0.052 -0.557
C -2.25737 -6.05264 3.08461 -0.004 -0.002 0.018 -0.382
C -1.88048 -5.79019 1.76964 -0.058 0.007 0.032 -0.647
C -1.38490 -4.55455 1.41955 -0.008 0.200 0.291 0.713
Cl -0.97069 -4.30294 -0.26352 0.012 -0.089 -0.234 -0.246
C -1.14555 -3.42817 2.32025 0.163 0.070 -0.260 -0.495
N -0.57232 -2.28473 2.03533 -0.369 -0.278 0.099 -0.601
H -2.46097 -5.15565 5.03550 0.008 0.027 -0.034 0.331
H -2.63169 -7.02722 3.37898 0.013 0.101 -0.033 0.320
H -1.98461 -6.55621 1.00644 0.050 0.084 0.035 0.326
```
Forces are in eV/Å.

Summary:
Frontier orbital gap: 5.4 eV
Energy relative to the best compared isomer or geometry (same formula, charge and spin): 32.4 kJ/mol
Largest force on an atom: 0.92 eV/A
Charge: -2